Entry 1:
Formula: C5H12ClNS
Source: OMol25
Level of theory: wB97M-V/def2-TZVPD

Structure (XYZ):
```
20
Properties=species:S:1:pos:R:3
C 2.5992 1.2241 0.0675
C -3.7771 0.9681 -0.7084
C 2.1611 -0.2162 -0.0063
C 1.1955 -0.6496 1.0168
C -0.9448 -1.4826 0.2104
N 0.3338 -1.7129 0.3918
S -2.0825 1.6249 -0.3441
Cl -1.8210 -2.8775 -0.4014
H 1.8567 1.9106 0.4413
H 3.5806 1.3237 0.6868
H 2.9014 1.4555 -0.9923
H -4.4048 1.7388 -1.0287
H -4.1750 0.3206 -0.0494
H -3.7149 0.4820 -1.6593
H 3.0120 -0.9023 -0.2195
H 1.6336 -0.2360 -1.0154
H 1.6677 -1.0802 1.8887
H 0.5419 0.2116 1.3008
H -1.5128 0.4745 0.1650
H 0.9494 -2.5773 0.2556
```

Computed properties:
E   -30224.716 eV
LUMO   0.7 eV
Frontier orbital gap   9.05 eV
Largest force on an atom   4.1 eV/A
Energy above the lowest of the compared OMol25 structures with the same formula, charge and spin   0.0 kcal per mole


Entry 2:
Formula: C5H12ClPS2
Source: OMol25
Level of theory: wB97M-V/def2-TZVPD

Structure (XYZ):
```
21
Properties=species:S:1:pos:R:3
C 1.2208 1.3524 -0.6077
C 2.5849 0.0320 1.0184
C 2.5497 -0.5279 -1.4125
C -4.4364 -0.8491 1.0164
C 1.7922 0.0490 -0.2840
P -4.3791 0.2386 -0.4788
S -1.4193 -0.6635 0.1526
S 0.4216 -1.2224 -0.3090
Cl -4.5070 2.1043 0.3478
H 0.8189 1.8010 0.3728
H 1.9697 2.1702 -1.0095
H 0.3273 1.2776 -1.3696
H 3.0727 0.9735 1.0175
H 3.1961 -0.8322 0.9897
H 1.9617 0.0156 1.8896
H 2.5577 -1.6192 -1.2641
H 1.9186 -0.5018 -2.3319
H 3.5657 -0.1539 -1.4992
H -5.0982 -0.6563 1.9245
H -4.6962 -1.8077 0.5445
H -3.4216 -1.1801 1.2926
```

Computed properties:
E   -48859.687 eV
LUMO (spin up / spin down)   -0.8 / -1.5 eV
Frontier orbital gap (spin up / spin down)   7.61 / 6.33 eV
Largest force on an atom   4.3 eV/A
Energy above the lowest of the compared OMol25 structures with the same formula, charge and spin   23.9 kcal per mole


Entry 3:
Formula: C5H12F2N2
Source: OMol25
Level of theory: wB97M-V/def2-TZVPD

Structure (XYZ):
```
21
Properties=species:S:1:pos:R:3
F 1.0544 2.2916 -2.2743
F -0.9582 2.8049 -1.3759
N -0.6321 -2.3354 1.9440
N 1.8272 0.7769 -0.2232
C 0.3084 2.4363 -1.1758
C -1.1999 -1.3039 1.1289
C -0.2191 -1.2971 -0.0773
C -0.5210 0.0639 -0.6395
C 0.4042 1.2396 -0.1372
H 0.1476 -1.9822 2.4373
H -0.2420 -3.0961 1.3725
H 1.9541 -0.0881 0.2885
H 2.0475 0.6270 -1.2285
H 0.7740 3.2852 -0.6964
H -1.0908 -0.3767 1.7305
H -2.2557 -1.5098 0.9455
H -0.3906 -1.9485 -0.8693
H 0.8198 -1.3873 0.2378
H -1.5239 0.3318 -0.4502
H -0.4016 0.0138 -1.7865
H 0.0978 1.4540 0.8491
```

Computed properties:
E   -13793.309 eV
SMILES   NCCC[C@@H](N)C(F)F
LUMO   0.9 eV
Frontier orbital gap   9.79 eV
Largest force on an atom   4.8 eV/A
Energy above the lowest of the compared OMol25 structures with the same formula, charge and spin   25.2 kcal per mole


Entry 4:
Formula: C5H12FN2
Source: OMol25
Level of theory: wB97M-V/def2-TZVPD

Structure (XYZ):
```
20
Properties=species:S:1:pos:R:3
C -1.0490 1.1640 0.1090
C -0.5876 -2.7454 1.1765
C 1.4219 1.8019 -2.5895
C -0.0053 1.2410 -0.6852
C 0.5670 -1.9236 1.7110
N -1.7986 1.2296 1.1149
N 0.2617 1.9855 -1.7515
F 0.1864 -0.5899 1.8260
H 0.8743 -2.2402 2.7077
H -1.4171 -2.7450 1.8779
H -0.9307 -2.3517 0.2221
H -0.2563 -3.7685 1.0335
H 2.0332 2.7055 -2.5924
H 2.0234 0.9757 -2.2191
H 1.1209 1.5818 -3.6162
H 0.7117 0.4462 -0.4580
H 1.4248 -1.9316 1.0305
H -1.5602 1.7742 1.9469
H -2.6476 0.6692 1.1761
H -0.3729 2.7213 -2.0202
```

Computed properties:
E   -11068.950 eV
LUMO   -4.0 eV
Frontier orbital gap   9.17 eV
Largest force on an atom   0.8 eV/A
Charge   +1
Energy above the lowest of the compared OMol25 structures with the same formula, charge and spin   28.0 kcal per mole


Entry 5:
Formula: C5H12FN2
Source: OMol25
Level of theory: wB97M-V/def2-TZVPD

Structure (XYZ):
```
20
Properties=species:S:1:pos:R:3
C -1.7346 0.4105 -0.2259
C -0.7648 -0.4722 -0.0904
C -0.8568 -1.9852 -0.3032
C 1.7964 -0.1477 1.3222
C 1.2379 0.2968 -0.0321
N 1.8946 -0.2345 -1.1671
N -1.5993 1.9241 0.1478
F 1.0048 1.5946 -0.2819
H -2.6795 0.0855 -0.4689
H -1.5826 -2.1618 -0.9900
H 0.0891 -2.2796 -0.7269
H -1.1334 -2.3460 0.7219
H 2.0871 -1.1247 1.3333
H 0.8872 -0.1136 2.1155
H 2.6043 0.6342 1.5601
H 1.6691 0.1631 -2.0593
H 1.9114 -1.2360 -1.3693
H -1.7604 2.4221 -0.7597
H -0.7502 2.2889 0.5156
H -2.3201 2.2817 0.7582
```

Computed properties:
E   -11067.599 eV
LUMO   -3.4 eV
Frontier orbital gap   9.12 eV
Largest force on an atom   5.9 eV/A
Charge   +1
Energy above the lowest of the compared OMol25 structures with the same formula, charge and spin   59.2 kcal per mole


Entry 6:
Formula: C5H12IN2
Source: OMol25
Level of theory: wB97M-V/def2-TZVPD

Structure (XYZ):
```
20
Properties=species:S:1:pos:R:3
C 1.0294 0.6448 0.3013
C -2.3369 -2.4297 -0.8538
C 1.2101 2.3257 0.6169
C -1.8176 -1.7469 0.3682
C -0.3111 -1.3513 0.2975
N -0.0970 0.0600 0.3343
N 2.1267 2.9842 -0.3227
I 2.9506 -0.4822 -0.0153
H -2.3370 -1.8728 -1.7774
H -1.9517 -3.4473 -1.0589
H -3.4022 -2.4545 -0.5375
H 1.6279 2.3165 1.7020
H 0.2300 2.7679 0.5249
H -2.0531 -2.4735 1.1701
H -2.4221 -0.8626 0.6565
H 0.3144 -1.8478 0.9835
H -0.0638 -1.5286 -0.7798
H 2.2235 3.9766 0.0814
H 1.9788 2.8246 -1.3973
H 3.1012 2.5969 -0.2939
```

Computed properties:
E   -16451.717 eV
SMILES   CCC/N=C(\I)C[NH3+]
LUMO   -4.0 eV
Frontier orbital gap   9.17 eV
Largest force on an atom   4.7 eV/A
Charge   +1
Energy above the lowest of the compared OMol25 structures with the same formula, charge and spin   56.3 kcal per mole


Entry 7:
Formula: C5H12N
Source: OMol25
Level of theory: wB97M-V/def2-TZVPD

Structure (XYZ):
```
18
Properties=species:S:1:pos:R:3
C 1.8128 0.6971 -0.2198
C 0.3893 0.9631 0.3774
N -0.7564 0.8540 -0.6268
C -1.3074 -0.6623 -0.7217
C -0.4083 -1.4536 0.2030
C 0.1699 -0.3987 1.1243
H 2.6336 0.7876 0.4685
H 1.8752 1.2179 -1.1922
H 2.0141 -0.3305 -0.4639
H 0.3382 1.7398 1.1516
H -0.3414 1.1798 -1.5036
H -1.4840 1.5300 -0.2756
H -2.3832 -0.6388 -0.4607
H -1.1317 -1.0640 -1.7246
H -1.1513 -2.3139 0.4980
H 0.3340 -2.0737 -0.4233
H 1.1855 -0.4784 1.6533
H -0.5320 -0.4078 2.0808
```

Computed properties:
E   -6861.603 eV
SMILES   C[C@@H]1CCC[NH2+]1
LUMO   -3.4 eV
Frontier orbital gap   11.91 eV
Largest force on an atom   4.9 eV/A
Charge   +1
Energy above the lowest of the compared OMol25 structures with the same formula, charge and spin   45.1 kcal per mole


Entry 8:
Formula: C5H12N
Source: OMol25
Level of theory: wB97M-V/def2-TZVPD

Structure (XYZ):
```
18
Properties=species:S:1:pos:R:3
C 0.5202 0.0816 2.4510
C 0.5554 -0.3943 0.5247
C 1.8255 -0.2489 -0.1956
C -1.1699 1.2623 -0.2607
C -0.7839 -0.2050 -0.0747
N -0.8021 -0.8620 -1.4499
H -0.4159 -0.1328 2.9137
H 1.4857 -0.0034 2.8940
H 2.6360 -0.0475 0.4982
H 1.8030 0.5599 -0.9343
H 2.0797 -1.1780 -0.7167
H -1.2193 1.7395 0.7128
H -2.1452 1.3547 -0.7331
H -0.4293 1.7952 -0.8526
H -1.5491 -0.7025 0.5287
H -0.6081 -1.8676 -1.3717
H -0.0701 -0.4260 -2.0277
H -1.7125 -0.7252 -1.9063
```

Computed properties:
E   -6858.336 eV
LUMO (spin up / spin down)   -3.9 / -3.7 eV
Frontier orbital gap (spin up / spin down)   8.95 / 8.68 eV
Largest force on an atom   6.4 eV/A
Charge   +1
Energy above the lowest of the compared OMol25 structures with the same formula, charge and spin   120.4 kcal per mole


Entry 9:
Formula: C5H12N2
Source: OMol25
Level of theory: wB97M-V/def2-TZVPD

Structure (XYZ):
```
19
Properties=species:S:1:pos:R:3
C 1.4356 1.0620 -0.1063
C 0.4159 0.4195 -1.0765
C -0.3434 -0.7023 -0.3862
C -0.7581 -1.7548 -1.1009
C -2.0912 0.1366 1.1392
N -0.8176 -0.4968 0.9226
N 2.4482 0.1171 0.3758
H 0.8393 1.3291 0.7593
H 1.8868 1.9599 -0.5306
H 0.8532 0.0966 -2.0088
H -0.3148 1.2043 -1.3455
H -0.6370 -1.8004 -2.1819
H -1.2735 -2.6092 -0.6786
H -2.8735 -0.3521 1.7384
H -2.0026 1.1926 1.4313
H -2.5975 0.1316 0.1676
H -0.1575 -0.4392 1.6806
H 3.3109 0.1957 -0.1498
H 2.6769 0.3101 1.3502
```

Computed properties:
E   -8357.070 eV
LUMO (spin up / spin down)   4.0 / 3.8 eV
Frontier orbital gap (spin up / spin down)   2.69 / 8.84 eV
Largest force on an atom   1.5 eV/A
Charge   -1
Energy above the lowest of the compared OMol25 structures with the same formula, charge and spin   28.6 kcal per mole
Spin multiplicity   2


Entry 10:
Formula: C5H12N2
Source: OMol25
Level of theory: wB97M-V/def2-TZVPD

Structure (XYZ):
```
19
Properties=species:S:1:pos:R:3
C -0.9962 0.3929 -0.0656
C -1.2451 1.8693 -0.1286
C -2.0013 -0.6687 0.3623
C 2.5102 0.3434 0.1024
C 0.4555 -1.4642 -0.4056
N 1.3236 0.8359 -0.4201
N 0.2238 -0.0426 -0.2449
H -1.9118 1.9535 -1.0030
H -0.2663 2.2363 -0.2643
H -1.8052 2.2880 0.6822
H -2.8307 -0.2696 0.9121
H -1.4445 -1.1680 1.1074
H -2.3632 -1.4507 -0.3193
H 3.3526 0.9939 0.1504
H 2.5189 0.0131 1.1567
H 3.0202 -0.5136 -0.3810
H 0.4877 -1.8533 0.5988
H 1.4290 -1.6119 -0.9375
H -0.4574 -1.8838 -0.9024
```

Computed properties:
E   -8356.204 eV
LUMO (spin up / spin down)   0.8 / 0.8 eV
Frontier orbital gap (spin up / spin down)   7.53 / 7.53 eV
Largest force on an atom   3.1 eV/A
Energy above the lowest of the compared OMol25 structures with the same formula, charge and spin   90.7 kcal per mole


Entry 11:
Formula: C5H12N2
Source: OMol25
Level of theory: wB97M-V/def2-TZVPD

Structure (XYZ):
```
19
Properties=species:S:1:pos:R:3
C -0.0632 2.2687 -0.9121
C -1.2875 1.9592 -0.0276
C -1.0776 0.9022 1.0629
C 0.1503 -0.0013 1.0086
N 0.0912 -0.7989 -0.2457
C 0.9659 -1.9727 -0.0617
N 1.1514 -2.8882 -0.8918
H 0.8232 2.5629 -0.3429
H -0.2636 3.0749 -1.6189
H 0.1543 1.3397 -1.4344
H -1.8648 2.8290 0.2669
H -1.9321 1.4412 -0.7504
H -1.1450 1.2988 2.0733
H -1.8838 0.1627 1.0279
H 0.1498 -0.6740 1.8645
H 1.0932 0.5546 1.0344
H 1.0426 -0.8041 -0.7385
H 1.6820 -1.7769 0.7565
H 1.3249 -3.7818 -0.4376
```

Computed properties:
E   -8356.452 eV
LUMO   0.9 eV
Frontier orbital gap   10.10 eV
Largest force on an atom   4.0 eV/A
Energy above the lowest of the compared OMol25 structures with the same formula, charge and spin   85.0 kcal per mole


Entry 12:
Formula: C5H12N2
Source: OMol25
Level of theory: wB97M-V/def2-TZVPD

Structure (XYZ):
```
19
Properties=species:S:1:pos:R:3
C -0.8846 1.3073 2.0475
C -0.5767 0.4375 0.8314
C 0.8822 0.1065 0.6618
C 1.3136 -0.5618 -0.6696
C 0.2734 -2.0491 -2.2157
N 0.6277 -1.7415 -1.0389
N -1.2254 1.1510 -0.3483
H 0.0415 1.8604 2.2502
H -1.3690 0.7134 2.8179
H -1.6706 2.0529 1.8871
H -1.1335 -0.5206 0.8219
H 1.4095 1.0663 0.4852
H 1.1734 -0.4800 1.5651
H 1.4230 0.2490 -1.4238
H 2.3745 -0.9169 -0.5808
H -0.7652 -2.1878 -2.4942
H 1.0727 -2.1430 -3.0128
H -2.1992 0.9012 -0.4169
H -0.7672 0.7553 -1.1672
```

Computed properties:
E   -8356.751 eV
SMILES   C=NCC[C@@H](C)N
LUMO   0.4 eV
Frontier orbital gap   8.73 eV
Largest force on an atom   4.5 eV/A
Energy above the lowest of the compared OMol25 structures with the same formula, charge and spin   78.1 kcal per mole